Entry 1:
The following is a DFT calculation (ωB97M-V/def2-TZVPD) of a molecular structure, C29H58BBr22O4.

Results
Orbital gap in eV: 4.2
Net charge: -1
E_LUMO in eV: 1.50
Calculated total energy in a.u.: -58093.58351

Last column: Mulliken charge in e.
Element x y z (Å)
O (3.02, -1.23, -0.55)  -0.589
C (2.13, -1.05, -1.53)  0.509
O (0.68, -1.41, -1.42)  0.109
C (0.27, -0.92, -0.09)  -0.175
C (-1.35, -0.80, 0.14)  -0.187
C (-2.19, -0.25, -1.16)  -0.465
C (-2.66, 1.32, -1.05)  -0.179
B (-1.45, 2.39, -0.75)  -0.481
O (-0.74, 2.33, 0.57)  -0.205
C (0.58, 2.94, 0.28)  -0.445
C (0.80, 2.63, -1.33)  0.277
O (-0.56, 2.81, -1.89)  -0.344
H (2.46, -0.53, -2.54)  -0.071
H (0.69, -1.70, 0.70)  0.237
H (0.87, 0.09, 0.14)  -0.039
H (-1.76, -1.90, 0.36)  0.325
H (-1.55, -0.18, 1.12)  -0.097
H (-1.66, -0.49, -2.20)  0.074
H (-3.20, -0.89, -1.18)  0.344
H (-3.14, 1.60, -2.10)  0.006
H (-3.53, 1.50, -0.24)  0.059
H (-2.07, 3.41, -0.60)  -0.008
H (0.66, 4.04, 0.67)  0.181
H (1.51, 2.36, 0.75)  0.239
H (1.03, 1.51, -1.65)  -0.340
H (1.64, 3.39, -1.63)  0.231
Br (2.04, -3.15, -5.41)  -0.091
C (1.45, -1.67, -6.54)  -0.666
C (1.94, -0.34, -6.01)  -0.562
Br (0.89, 0.24, -4.47)  -0.012
H (0.36, -1.73, -6.60)  0.379
H (1.88, -1.88, -7.52)  0.411
H (1.81, 0.44, -6.75)  0.331
H (2.99, -0.37, -5.69)  0.207
Br (-0.39, -4.20, -2.19)  -0.052
C (-0.49, -5.82, -3.28)  -0.668
C (0.63, -6.78, -2.94)  -0.527
Br (2.32, -6.19, -3.72)  -0.150
H (-0.49, -5.50, -4.32)  0.327
H (-1.46, -6.26, -3.04)  0.349
H (0.44, -7.76, -3.37)  0.340
H (0.80, -6.88, -1.86)  0.362
Br (-1.26, 4.58, -1.40)  0.182
C (-1.85, 6.06, -2.53)  -0.862
C (-1.36, 7.38, -2.00)  -0.574
Br (-2.41, 7.96, -0.46)  -0.195
H (-2.94, 5.99, -2.60)  0.352
H (-1.42, 5.85, -3.52)  0.311
H (-1.49, 8.17, -2.75)  0.379
H (-0.31, 7.36, -1.68)  0.305
Br (-2.55, 3.15, 1.40)  0.295
C (-3.66, 3.42, 2.98)  0.039
C (-5.10, 3.72, 2.60)  -0.474
Br (-5.30, 5.56, 1.99)  -0.213
H (-3.20, 4.22, 3.57)  0.123
H (-3.60, 2.48, 3.54)  -0.241
H (-5.75, 3.64, 3.47)  0.276
H (-5.48, 3.07, 1.81)  0.340
Br (4.74, 1.62, -4.53)  -0.089
C (5.07, 2.00, -6.42)  -0.562
C (5.44, 3.45, -6.63)  -0.606
Br (3.87, 4.60, -6.53)  -0.126
H (4.17, 1.70, -6.97)  0.307
H (5.89, 1.34, -6.70)  0.382
H (5.85, 3.60, -7.63)  0.345
H (6.16, 3.82, -5.89)  0.382
Br (8.12, -5.66, -2.10)  -0.176
C (6.98, -4.08, -1.94)  -0.570
C (5.59, -4.35, -2.47)  -0.363
Br (5.56, -4.34, -4.42)  -0.127
H (7.49, -3.26, -2.46)  0.373
H (6.95, -3.86, -0.87)  0.367
H (4.90, -3.56, -2.16)  0.124
H (5.19, -5.32, -2.15)  0.383
Br (-6.21, 1.80, 5.67)  -0.155
C (-6.31, 0.19, 4.58)  -0.613
C (-5.19, -0.77, 4.92)  0.096
Br (-3.50, -0.19, 4.14)  -0.091
H (-6.31, 0.50, 3.53)  0.387
H (-7.28, -0.26, 4.82)  0.418
H (-5.38, -1.76, 4.48)  0.358
H (-5.03, -0.88, 5.99)  -0.373
Br (6.29, -4.48, -8.50)  -0.143
C (7.39, -6.08, -8.40)  -0.562
C (8.20, -6.12, -7.13)  -0.336
Br (9.72, -4.91, -7.22)  -0.130
H (8.01, -6.10, -9.31)  0.376
H (6.68, -6.92, -8.44)  0.340
H (8.63, -7.11, -6.97)  0.321
H (7.62, -5.83, -6.24)  0.115
Br (-3.13, -6.12, 6.78)  -0.171
C (-2.85, -4.37, 5.97)  -0.517
C (-2.88, -3.28, 7.02)  -0.431
Br (-4.71, -2.88, 7.57)  -0.150
H (-3.61, -4.25, 5.20)  0.306
H (-1.86, -4.43, 5.50)  0.395
H (-2.50, -2.34, 6.60)  0.135
H (-2.32, -3.52, 7.92)  0.430
Br (-2.11, 0.40, 8.11)  -0.138
C (-3.22, 0.67, 9.69)  -0.630
C (-4.65, 0.96, 9.31)  -0.247
Br (-4.85, 2.80, 8.69)  -0.149
H (-2.75, 1.46, 10.28)  0.401
H (-3.15, -0.27, 10.24)  0.365
H (-5.31, 0.88, 10.18)  0.358
H (-5.03, 0.32, 8.51)  0.017
Br (-1.43, 7.16, 6.36)  -0.145
C (-2.12, 5.36, 6.70)  -0.407
C (-1.00, 4.35, 6.75)  -0.139
Br (-0.36, 3.91, 4.96)  -0.072
H (-2.86, 5.16, 5.92)  0.159
H (-2.62, 5.43, 7.67)  0.319
H (-1.36, 3.40, 7.16)  -0.087
H (-0.13, 4.69, 7.32)  0.360



Entry 2:
The following is a DFT calculation (ωB97M-V/def2-TZVPD) of a molecular structure, C29H58BN10O3P2S3Tl.

Results
Relative energy (zero: lowest compared OMol25 entry of this formula, charge and spin) in kcal per mole: 0.00
Orbital gap in eV: 6.7
E_LUMO in eV: 0.52
Calculated total energy in a.u.: -3988.07931

Last column: Mulliken charge in e.
Element x y z (Å)
Tl (-0.31, 0.52, -0.94)  0.920
C (1.69, 4.72, -0.74)  -2.281
C (0.35, 5.45, -0.60)  1.417
C (-0.19, 5.69, -2.02)  -1.569
C (0.59, 6.77, 0.13)  -1.635
N (-0.70, 4.70, 0.15)  0.556
C (-1.98, 5.23, 0.20)  -0.039
C (-2.76, 4.33, 0.82)  -1.596
N (-1.99, 3.24, 1.16)  -0.144
B (-2.76, 2.02, 1.74)  0.543
N (-3.75, 1.42, 0.71)  -0.021
C (-4.79, 0.67, 1.23)  -1.605
C (-5.46, 0.12, 0.23)  0.085
N (-4.85, 0.51, -0.96)  0.469
C (-3.79, 1.34, -0.65)  0.199
S (-2.82, 2.17, -1.79)  -0.281
C (-5.28, 0.04, -2.31)  1.258
C (-5.76, 1.22, -3.16)  -1.604
C (-4.12, -0.70, -2.97)  -1.482
C (-6.44, -0.94, -2.15)  -2.144
N (-1.84, 0.94, 2.40)  0.915
C (-1.27, 1.27, 3.62)  -1.566
C (-0.71, 0.18, 4.14)  -0.352
N (-0.89, -0.87, 3.23)  0.615
C (-1.62, -0.39, 2.16)  -0.171
S (-2.07, -1.30, 0.79)  -0.048
C (-0.65, -2.30, 3.57)  1.249
C (0.09, -2.38, 4.90)  -2.199
C (-2.01, -3.00, 3.72)  -1.787
C (0.21, -2.99, 2.51)  -1.053
C (-0.70, 3.48, 0.78)  -0.205
S (0.66, 2.51, 1.17)  -0.136
H (2.34, 5.36, -1.35)  0.569
H (1.57, 3.76, -1.23)  0.462
H (2.16, 4.55, 0.22)  0.431
H (0.59, 6.17, -2.62)  0.471
H (-1.06, 6.34, -2.02)  0.385
H (-0.46, 4.74, -2.47)  0.300
H (1.34, 7.36, -0.41)  0.439
H (0.97, 6.58, 1.14)  0.373
H (-0.32, 7.36, 0.21)  0.380
H (-2.24, 6.18, -0.22)  0.516
H (-3.82, 4.36, 1.02)  0.580
H (-3.45, 2.45, 2.64)  -0.173
H (-4.94, 0.59, 2.30)  0.586
H (-6.31, -0.54, 0.26)  0.511
H (-4.97, 1.96, -3.27)  0.294
H (-6.62, 1.69, -2.69)  0.391
H (-6.05, 0.85, -4.14)  0.456
H (-3.31, -0.02, -3.22)  0.296
H (-4.47, -1.18, -3.89)  0.502
H (-3.73, -1.47, -2.30)  0.308
H (-7.31, -0.47, -1.67)  0.476
H (-6.16, -1.82, -1.58)  0.447
H (-6.75, -1.26, -3.14)  0.457
H (-1.32, 2.27, 4.00)  0.647
H (-0.16, 0.07, 5.05)  0.528
H (-0.52, -2.02, 5.73)  0.481
H (1.03, -1.83, 4.88)  0.421
H (0.32, -3.43, 5.09)  0.435
H (-2.62, -2.47, 4.46)  0.381
H (-1.86, -4.03, 4.06)  0.501
H (-2.54, -3.02, 2.77)  0.301
H (1.25, -2.67, 2.59)  -0.065
H (-0.15, -2.79, 1.51)  0.070
H (0.18, -4.07, 2.69)  0.700
C (4.19, 0.61, 1.77)  -0.903
N (3.56, -0.60, 1.21)  0.352
C (2.36, -1.04, 1.94)  -0.284
P (3.57, -0.72, -0.43)  0.349
O (2.76, 0.18, -1.26)  -1.140
O (3.09, -2.27, -0.55)  0.325
P (1.85, -2.82, -1.45)  -0.199
O (0.56, -2.15, -1.19)  -0.428
N (2.29, -2.72, -3.03)  0.292
C (3.59, -3.25, -3.42)  -0.809
C (1.85, -1.58, -3.84)  -0.707
N (1.91, -4.41, -1.03)  0.307
C (0.65, -5.14, -1.10)  -0.992
C (2.90, -5.02, -0.15)  -0.867
N (5.15, -0.73, -0.87)  0.514
C (5.66, 0.20, -1.88)  -0.999
C (6.14, -1.53, -0.17)  -1.171
H (4.58, 0.38, 2.77)  0.337
H (3.47, 1.43, 1.86)  0.155
H (5.02, 0.93, 1.14)  0.383
H (2.63, -1.76, 2.71)  0.374
H (1.63, -1.51, 1.27)  -0.436
H (1.86, -0.19, 2.41)  0.418
H (3.83, -4.12, -2.80)  0.244
H (4.39, -2.51, -3.30)  0.129
H (3.56, -3.57, -4.46)  0.370
H (0.92, -1.19, -3.44)  0.099
H (1.69, -1.91, -4.86)  0.362
H (2.59, -0.77, -3.84)  0.188
H (-0.09, -4.57, -1.66)  0.325
H (0.24, -5.32, -0.10)  0.271
H (0.79, -6.11, -1.60)  0.336
H (3.75, -4.36, 0.00)  0.176
H (3.27, -5.96, -0.59)  0.347
H (2.47, -5.25, 0.83)  0.304
H (4.84, 0.76, -2.30)  0.216
H (6.17, -0.35, -2.68)  0.291
H (6.38, 0.90, -1.43)  0.323
H (5.66, -2.12, 0.61)  0.277
H (6.89, -0.89, 0.31)  0.359
H (6.66, -2.20, -0.86)  0.345



Entry 3:
The following is a DFT calculation (ωB97M-V/def2-TZVPD) of 3 unconnected molecules or ions with the total composition C29H58N3O6PS.

Results
2S+1: 3
Orbital gap (spin up / spin down) in eV: 8.4 / 8.5
E_LUMO (spin up / spin down) in eV: 0.28 / 0.28
Calculated total energy in a.u.: -2495.01011

Last column: Mulliken spin population.
Element x y z (Å)
C (3.27, 2.01, 1.21)  -0.001
C (2.23, 2.34, 0.17)  0.007
C (2.73, 2.47, -1.24)  0.005
C (0.94, 2.49, 0.45)  -0.004
C (0.40, 2.80, 1.82)  0.001
C (0.07, 4.29, 2.05)  0.000
C (-1.33, 4.78, 1.68)  0.000
C (-1.43, 6.28, 2.00)  0.000
C (-1.71, 4.54, 0.21)  0.000
C (-3.17, 4.85, -0.08)  0.000
O (-3.90, 3.60, -0.26)  0.000
C (-5.15, 3.59, 0.26)  0.000
O (-6.02, 4.38, -0.03)  0.000
N (-5.27, 2.53, 1.18)  0.000
P (-6.81, 2.08, 1.78)  0.000
O (-7.58, 1.42, 0.52)  0.000
O (-7.56, 3.44, 1.99)  0.000
S (-6.67, 0.94, 3.30)  0.000
H (4.03, 1.38, 0.75)  0.005
H (2.84, 1.49, 2.06)  0.000
H (3.80, 2.89, 1.60)  0.000
H (3.14, 3.47, -1.39)  0.000
H (1.91, 2.30, -1.94)  0.000
H (3.52, 1.74, -1.41)  -0.007
H (0.24, 2.32, -0.37)  -0.002
H (1.17, 2.53, 2.54)  0.000
H (-0.48, 2.19, 2.08)  0.006
H (0.83, 4.91, 1.57)  0.000
H (0.16, 4.47, 3.12)  0.000
H (-2.06, 4.24, 2.30)  0.000
H (-1.22, 6.89, 1.11)  0.000
H (-2.41, 6.57, 2.39)  0.000
H (-0.70, 6.56, 2.75)  0.000
H (-1.09, 5.18, -0.42)  0.000
H (-1.50, 3.51, -0.09)  0.001
H (-3.28, 5.44, -0.99)  0.000
H (-3.64, 5.42, 0.73)  0.000
H (-4.82, 1.72, 0.76)  0.000
H (-7.42, 0.47, 0.51)  0.000
H (-7.87, 3.86, 1.18)  0.000
C (0.63, -3.16, 1.42)  -0.034
C (-0.81, -2.94, 0.97)  -0.005
C (-1.74, -3.25, 2.16)  0.029
C (-3.17, -2.74, 2.01)  -0.018
C (-3.18, -1.26, 1.66)  0.018
C (-2.37, -0.96, 0.39)  0.047
N (-0.98, -1.50, 0.58)  0.356
O (-0.28, -0.72, 1.31)  0.566
C (-3.09, -1.56, -0.83)  0.024
C (-2.28, 0.53, 0.14)  -0.059
C (-1.06, -3.87, -0.24)  0.034
H (1.33, -2.82, 0.65)  0.030
H (0.86, -2.63, 2.34)  0.000
H (0.77, -4.23, 1.58)  0.001
H (-1.31, -2.80, 3.05)  0.001
H (-1.73, -4.33, 2.31)  0.004
H (-3.72, -3.33, 1.27)  0.001
H (-3.70, -2.89, 2.96)  0.001
H (-4.21, -0.91, 1.51)  0.005
H (-2.77, -0.68, 2.49)  0.001
H (-2.49, -1.43, -1.73)  -0.011
H (-4.03, -1.03, -0.97)  0.001
H (-3.33, -2.62, -0.72)  0.003
H (-1.88, 1.08, 0.99)  0.019
H (-3.28, 0.92, -0.06)  -0.001
H (-1.66, 0.75, -0.73)  0.000
H (-1.75, -4.68, 0.01)  0.000
H (-0.12, -4.33, -0.56)  0.002
H (-1.45, -3.35, -1.10)  -0.013
C (6.05, -2.09, -0.36)  -0.010
C (5.10, -2.73, -1.37)  0.008
C (4.23, -3.76, -0.62)  0.031
C (3.00, -4.24, -1.39)  -0.018
C (2.18, -3.05, -1.89)  0.062
C (3.01, -2.08, -2.74)  -0.012
N (4.22, -1.66, -1.95)  0.435
O (3.96, -0.73, -1.11)  0.502
C (3.37, -2.74, -4.07)  0.020
C (2.20, -0.84, -3.05)  -0.020
C (5.97, -3.40, -2.46)  0.015
H (6.60, -1.27, -0.82)  0.001
H (5.52, -1.71, 0.51)  0.005
H (6.76, -2.85, -0.04)  0.001
H (3.90, -3.31, 0.32)  0.003
H (4.86, -4.61, -0.36)  0.001
H (3.28, -4.89, -2.22)  -0.001
H (2.38, -4.85, -0.73)  0.001
H (1.32, -3.38, -2.48)  0.000
H (1.78, -2.50, -1.03)  -0.022
H (4.02, -2.10, -4.66)  -0.010
H (2.45, -2.90, -4.64)  0.001
H (3.84, -3.72, -3.97)  0.000
H (1.82, -0.37, -2.14)  0.006
H (1.35, -1.11, -3.69)  0.000
H (2.80, -0.10, -3.58)  0.002
H (5.91, -4.48, -2.42)  0.000
H (7.02, -3.11, -2.33)  -0.001
H (5.70, -3.09, -3.46)  -0.010



Entry 4:
The following is a DFT calculation (ωB97M-V/def2-TZVPD) of 2 unconnected molecules or ions with the total composition C29H59Cl2N6O3S.

Results
Orbital gap in eV: 8.3
Net charge: +1
E_LUMO in eV: -3.10
Calculated total energy in a.u.: -3012.79203

Last column: Mulliken charge in e.
Element x y z (Å)
C (-2.49, -0.30, 4.71)  -1.148
C (-1.79, -0.18, 3.29)  0.343
C (-0.98, 1.18, 3.17)  -0.954
C (-0.42, 1.23, 1.67)  0.295
O (-1.46, 1.77, 0.85)  -0.034
C (-0.99, 2.08, -0.48)  -1.048
C (-0.87, 0.78, -1.37)  0.406
C (-2.13, -0.15, -1.56)  -1.952
C (-2.57, -0.95, -0.25)  0.610
C (-3.02, -2.40, -0.75)  -1.550
C (-1.81, -3.37, -1.03)  0.273
N (-2.19, -4.21, -2.21)  -0.481
C (-1.19, -5.27, -2.45)  0.384
N (-1.06, -6.23, -1.60)  -0.642
N (-0.36, -5.14, -3.63)  -0.579
N (-0.26, 0.97, -2.70)  0.484
C (1.06, 0.35, -2.84)  -0.832
C (2.22, 0.92, -1.92)  -0.176
C (2.59, 0.02, -0.67)  0.026
C (2.81, -1.50, -0.99)  -0.430
S (3.29, -2.44, 0.54)  1.123
O (4.56, -1.95, 1.13)  -0.578
O (3.47, -3.90, 0.22)  -0.570
Cl (1.75, -2.38, 1.96)  -0.192
C (-0.32, 2.37, -3.17)  -0.813
C (-1.55, 3.16, -2.58)  -0.970
N (-1.57, 3.30, -1.07)  1.757
C (-3.04, 3.58, -0.78)  -1.193
C (-4.05, 2.39, -0.72)  -0.040
C (-5.44, 3.00, -0.24)  -0.672
Cl (-5.38, 3.30, 1.58)  -0.189
C (-0.92, 4.62, -0.62)  0.288
C (0.32, 5.06, -1.52)  -1.238
C (-0.40, 4.70, 0.85)  -0.887
C (-1.44, 4.70, 2.03)  0.090
C (-0.68, 4.64, 3.45)  -1.260
H (-1.82, 0.21, 5.46)  0.284
H (-3.48, 0.21, 4.64)  0.300
H (-2.58, -1.39, 4.96)  0.373
H (-1.05, -1.00, 3.09)  0.125
H (-2.54, -0.15, 2.44)  -0.140
H (-1.62, 2.09, 3.29)  0.011
H (-0.11, 1.22, 3.88)  0.426
H (0.52, 1.85, 1.71)  0.433
H (-0.11, 0.19, 1.38)  -0.354
H (0.11, 2.32, -0.30)  0.057
H (-0.13, 0.12, -0.81)  -0.157
H (-3.00, 0.32, -2.10)  0.135
H (-1.78, -0.97, -2.26)  0.546
H (-3.48, -0.52, 0.24)  0.479
H (-1.71, -1.04, 0.47)  -0.444
H (-3.54, -2.21, -1.74)  0.406
H (-3.81, -2.86, -0.09)  0.446
H (-1.76, -4.07, -0.15)  0.609
H (-0.83, -2.84, -1.19)  -0.392
H (-3.10, -4.63, -1.99)  0.279
H (-1.75, -6.08, -0.86)  0.290
H (-0.81, -4.43, -4.22)  0.342
H (0.53, -4.74, -3.34)  0.274
H (0.91, -0.77, -2.75)  0.333
H (1.40, 0.50, -3.91)  0.396
H (1.93, 1.94, -1.54)  -0.175
H (3.16, 1.04, -2.52)  0.509
H (3.55, 0.41, -0.23)  0.668
H (1.79, 0.16, 0.13)  -0.570
H (1.86, -2.01, -1.34)  -0.104
H (3.59, -1.71, -1.76)  0.430
H (0.67, 2.87, -3.05)  0.384
H (-0.50, 2.32, -4.29)  0.401
H (-1.68, 4.16, -3.09)  0.446
H (-2.45, 2.58, -2.94)  0.758
H (-3.38, 4.24, -1.64)  0.403
H (-3.22, 4.21, 0.13)  0.813
H (-4.25, 2.04, -1.77)  0.450
H (-3.82, 1.56, -0.01)  -0.362
H (-5.60, 4.01, -0.71)  0.381
H (-6.27, 2.28, -0.42)  0.430
H (-1.67, 5.45, -0.76)  0.314
H (0.81, 5.97, -1.07)  0.466
H (1.11, 4.26, -1.49)  0.192
H (0.04, 5.36, -2.56)  0.367
H (0.16, 5.68, 0.94)  0.498
H (0.39, 3.92, 1.10)  0.117
H (-2.25, 3.93, 1.98)  -0.056
H (-1.96, 5.70, 2.02)  0.505
H (-0.51, 5.71, 3.76)  0.404
H (0.28, 4.09, 3.28)  0.292
H (-1.31, 4.11, 4.21)  0.317
C (6.85, -4.80, 2.48)  -1.188
C (6.65, -5.13, 1.01)  0.020
C (6.36, -6.61, 0.76)  -0.373
C (7.48, -7.47, 1.14)  0.151
N (8.37, -8.15, 1.44)  -0.419
H (7.71, -5.32, 2.90)  0.423
H (7.01, -3.73, 2.61)  0.308
H (5.96, -5.08, 3.07)  0.284
H (7.54, -4.82, 0.45)  0.303
H (5.81, -4.55, 0.63)  -0.094
H (6.14, -6.76, -0.30)  0.317
H (5.46, -6.92, 1.31)  0.276



It is found that the largest force on an atom values, taken in the order of the records, are 12.2; 1.1; 1.4; 6.6 eV/A.